Arrangement w

Density functional theory data (wB97M-V/def2-TZVPD) for 2 unconnected molecules or ions with the total composition C3H11NO.

Structure (ORCA input):
```
! RIJCOSX wB97M-V def2-TZVPD def2/J DEFGRID3
* xyz 0 1
C 0.550 1.205 0.553
N -0.132 -0.095 0.433
C -1.105 -0.170 1.518
C -0.878 -0.065 -0.878
H 1.273 1.334 -0.269
H 1.102 1.188 1.508
H -0.135 2.070 0.558
H -1.841 0.650 1.484
H -0.594 -0.144 2.495
H -1.642 -1.129 1.428
H -0.261 -0.300 -1.761
H -1.269 0.961 -0.984
H -1.730 -0.765 -0.848
O 2.176 -1.975 -1.797
H 1.658 -1.382 -1.207
H 2.828 -1.382 -2.235
*
```

The value obtained for the LUMO energy is 0.934 eV. The HOMO energy comes out at -9.17 eV. The SMILES is CN(C)C.O. As for the HOMO-LUMO gap: 10.099 eV.

---

Arrangement x

Density functional theory data (wB97M-V/def2-TZVPD) for 2 unconnected molecules or ions with the total composition C3H11NO.

Structure (ORCA input):
```
! RIJCOSX wB97M-V def2-TZVPD def2/J DEFGRID3
* xyz 0 1
C -1.848 0.246 0.711
N -0.799 -0.597 0.146
C -1.210 -0.728 -1.283
H -1.763 0.378 1.819
H -2.894 0.033 0.409
H -1.641 1.287 0.398
H -0.900 -1.551 0.531
H -2.000 -1.508 -1.385
H -1.715 0.162 -1.635
H -0.387 -1.116 -1.891
C 2.860 0.721 0.325
O 1.889 -0.041 0.997
H 3.858 0.473 0.634
H 2.797 1.863 0.457
H 2.700 0.446 -0.728
H 1.055 -0.069 0.498
*
```

The value obtained for the LUMO energy is 0.907 eV. The HOMO energy comes out at -9.56 eV. The SMILES is CNC.CO. As for the HOMO-LUMO gap: 10.469 eV.

---

Which structure is most stable, and how do the rest compare? From most to least stable: arrangement w, arrangement x.